(1)
C4H13NO2 | ωB97M-V/def2-TZVPD

## Properties
SMILES: C=CCCN.O.O
E: -9942.261 eV
LUMO energy: 0.8 eV
HOMO-LUMO gap: 0.35918 hartree

```
! RIJCOSX wB97M-V def2-TZVPD def2/J DEFGRID3
* xyz 0 1
C 0.18730 0.48828 -2.08826
C 0.49296 1.31235 -1.08422
C 0.58534 0.93104 0.36602
C 2.12661 0.97316 0.77068
N 2.38881 0.33137 2.10216
H 0.22907 -0.60136 -1.97576
H 0.12319 0.97796 -3.07337
H 0.68656 2.37827 -1.27300
H 0.09758 -0.00279 0.60269
H 0.21504 1.78429 0.95935
H 2.57512 0.32330 0.03844
H 2.57967 2.03683 0.62526
H 2.40795 1.16866 2.71773
H 1.51616 -0.10594 2.41760
O -0.71230 -2.73444 -2.03159
H -1.02199 -2.42382 -2.89199
H -0.35182 -3.62947 -2.11076
O -3.99690 -0.52140 1.65408
H -4.34032 0.38358 1.66748
H -3.96547 -0.57695 2.61984
*
```

(2)
C4H13NO2 | ωB97M-V/def2-TZVPD

## Properties
SMILES: C=NCCC.O.O
E: -9941.816 eV
LUMO energy: 0.8 eV
HOMO-LUMO gap: 0.36849 hartree

```
! RIJCOSX wB97M-V def2-TZVPD def2/J DEFGRID3
* xyz 0 1
C 1.22316 0.94714 1.48244
N -0.00332 0.74547 1.21074
C -0.25693 -0.18470 0.05362
C -1.12358 -1.27269 0.60508
C -2.58306 -0.91154 0.89793
H 1.92061 0.89837 0.63862
H 1.85770 0.90572 2.41657
H 0.70210 -0.37709 -0.44587
H -0.90917 0.34860 -0.65243
H -0.65936 -1.84498 1.42737
H -1.18548 -1.98156 -0.25023
H -2.60288 -0.04053 1.58863
H -3.13373 -1.78085 1.25830
H -3.03782 -0.56742 -0.03409
O 0.38837 3.63599 -0.33926
H 1.21500 3.97719 0.02503
H 0.09320 3.19108 0.46907
O 2.98360 -1.81988 -3.27334
H 2.34877 -2.47133 -2.97706
H 2.76281 -1.39699 -4.10112
*
```

(3)
C4H13NO2 | ωB97M-V/def2-TZVPD

## Properties
E: -9933.470 eV
LUMO energy (spin up / spin down): -3.1 / -7.8 eV
HOMO-LUMO gap (spin up / spin down): 0.42013 / 0.24930 hartree

```
! RIJCOSX wB97M-V def2-TZVPD def2/J DEFGRID3
* xyz 1 2
C -0.85340 0.22817 -1.00395
N 0.51497 0.44383 -0.52014
C -0.13325 -0.72894 1.45610
C 0.98522 -0.69319 0.46904
C 1.08475 -2.08210 -0.22798
O 1.63142 -3.09802 0.75806
H -1.62656 -0.31019 -0.34702
H -1.38659 1.26321 -1.12132
H -0.96230 -0.50474 -1.84704
H 0.64757 1.48660 -0.37994
H -1.07953 -1.10091 1.05468
H 0.02502 -1.67422 2.07158
H -0.25815 0.18540 2.07162
H 1.91858 -0.38441 0.94576
H 1.91124 -2.00163 -1.00326
H 0.10262 -2.39646 -0.56389
H 1.64153 -3.87445 0.24058
H -2.04797 5.27394 -0.37825
H -0.67284 5.26826 -0.78436
O -1.44233 4.69985 -0.89030
*
```

(4)
C4H13NO2P | ωB97M-V/def2-TZVPD

## Properties
E: -19224.072 eV
LUMO energy: -5.0 eV
HOMO-LUMO gap: 0.28614 hartree

```
! RIJCOSX wB97M-V def2-TZVPD def2/J DEFGRID3
* xyz 1 1
C 1.66071 0.80518 -0.48836
C 1.67787 -0.47989 1.59134
C -3.54202 1.25864 -0.98819
C 2.77478 -1.28462 -0.38655
N 2.10781 -0.34521 0.18250
O -0.85422 -1.19336 -0.31293
O -2.95577 0.09386 -0.34858
P -1.44154 0.13938 0.42343
H 1.90400 1.67035 0.22004
H 2.13520 0.99867 -1.53928
H 0.56964 0.73270 -0.52948
H 2.21468 -1.22545 2.20831
H 1.85002 0.55876 1.97548
H 0.70372 -0.73295 1.56672
H -3.91977 0.96847 -1.90748
H -2.84498 2.15151 -0.84484
H -4.47100 1.46010 -0.45691
H 2.54822 -1.51612 -1.38435
H 3.29205 -1.96415 0.25863
H -1.58191 -1.55267 -0.78766
H -1.82751 -0.54318 1.54815
*
```

(5)
C4H13NO3 | ωB97M-V/def2-TZVPD

## Properties
SMILES: C[C@@H](N)CC=O.O.O
E: -11990.902 eV
LUMO energy: 0.7 eV
HOMO-LUMO gap: 0.39061 hartree

```
! RIJCOSX wB97M-V def2-TZVPD def2/J DEFGRID3
* xyz 0 1
C 0.69899 -2.90694 1.55765
C 1.05738 -1.50778 1.19603
N 2.52721 -1.39098 0.97552
C 0.43434 -0.91033 -0.11425
C -0.95723 -0.44384 0.05035
O -1.38993 0.62688 -0.28599
H 1.22683 -3.59990 0.90706
H -0.38451 -3.02178 1.64585
H 0.95410 -3.12875 2.60222
H 0.70007 -0.76661 1.92196
H 2.82653 -0.43504 1.10066
H 2.89761 -1.90133 1.76730
H 0.48128 -1.66611 -0.90843
H 1.03711 -0.06806 -0.45368
H -1.65525 -1.09524 0.60957
O -2.13578 3.46493 -3.83348
H -2.62832 4.25022 -4.14886
H -1.88168 3.71606 -2.92989
O -1.32032 3.62196 -0.95295
H -1.21558 2.82713 -0.39537
H -1.27287 4.33549 -0.31129
*
```

(6)
C4H13NO3 | ωB97M-V/def2-TZVPD

## Properties
SMILES: C[C@H](O)[C@@H](N)CO.O
E: -11990.962 eV
LUMO energy: 0.6 eV
HOMO-LUMO gap: 0.36631 hartree

```
! RIJCOSX wB97M-V def2-TZVPD def2/J DEFGRID3
* xyz 0 1
C -2.05541 0.47537 -0.56383
C -0.64210 0.82577 -0.11086
O -0.36483 2.19117 -0.48615
C 0.45863 -0.09101 -0.74088
N 1.52495 0.60551 -1.45119
C 1.07479 -0.93727 0.35824
O 2.11831 -1.75675 -0.15919
H -2.14978 0.91708 -1.56395
H -2.74185 1.09523 0.02602
H -2.31805 -0.57568 -0.50748
H -0.58730 0.76546 0.98228
H -0.94040 2.76609 0.02796
H -0.07316 -0.67884 -1.48314
H 1.85788 1.39698 -0.92943
H 1.24109 0.81974 -2.39588
H 1.45813 -0.26717 1.12380
H 0.33798 -1.63983 0.71291
H 2.53592 -1.20012 -0.84216
O -1.77837 -1.11481 2.65959
H -0.85550 -1.24420 2.91877
H -2.28693 -1.58115 3.33590
*
```

(7)
C4H13NO3 | ωB97M-V/def2-TZVPD

## Properties
SMILES: CNC(CO)CO.O
E: -11990.417 eV
LUMO energy: 0.5 eV
HOMO-LUMO gap: 0.34922 hartree

```
! RIJCOSX wB97M-V def2-TZVPD def2/J DEFGRID3
* xyz 0 1
C -1.82252 1.56077 -0.09706
N -1.31820 0.23297 -0.49497
C 0.13270 0.04486 -0.44461
C 0.44076 -1.38104 -0.93450
O 1.76483 -1.75617 -0.60076
C 1.00380 1.06143 -1.16077
O 2.26079 1.23575 -0.53771
H -2.44892 1.94550 -0.89687
H -1.03935 2.29014 0.08189
H -2.46843 1.44356 0.76166
H -1.67041 0.01989 -1.41740
H 0.37054 0.00557 0.62223
H 0.36936 -1.40724 -2.02328
H -0.31361 -2.05179 -0.53174
H 1.77159 -2.20767 0.25668
H 0.50012 2.02242 -1.21718
H 1.14408 0.78528 -2.21106
H 2.58897 0.34682 -0.34148
O -2.14184 -0.70118 3.48818
H -2.76816 -0.95430 2.79893
H -1.33799 -1.19330 3.29288
*
```

(8)
C4H13NO3 | ωB97M-V/def2-TZVPD

## Properties
SMILES: C=CC(=C)N.O.O.O
E: -11989.334 eV
LUMO energy: 0.6 eV
HOMO-LUMO gap: 0.33340 hartree

```
! RIJCOSX wB97M-V def2-TZVPD def2/J DEFGRID3
* xyz 0 1
C -0.11201 -2.21655 0.94825
C 0.25900 -1.14040 0.23988
C 0.35105 0.19284 0.74250
C 1.08981 0.59507 1.84517
N -0.46449 1.05831 -0.02313
H -0.15803 -3.32495 0.68714
H -0.55467 -2.26652 1.95819
H 0.32828 -1.35032 -0.84889
H 1.59843 -0.30775 2.34050
H 0.99285 1.71212 2.04258
H -0.95535 0.70605 -0.85699
H -0.17049 1.99887 -0.13955
O 2.22110 0.61114 -1.77395
H 2.79503 1.26428 -1.44493
H 1.74336 0.40626 -0.91244
O -2.44432 0.08122 2.03206
H -1.94154 0.73827 1.46277
H -3.42574 0.36321 1.76434
O -0.67333 0.31164 -3.07201
H -0.74648 0.12543 -4.03225
H 0.26753 0.44179 -2.95924
*
```

(9)
C4H13NO3 | ωB97M-V/def2-TZVPD

## Properties
SMILES: C[C@@H](O)CNCO.O
E: -11990.400 eV
LUMO energy: 0.5 eV
HOMO-LUMO gap: 0.34881 hartree

```
! RIJCOSX wB97M-V def2-TZVPD def2/J DEFGRID3
* xyz 0 1
C -2.27251 -1.57035 2.18272
C -2.15688 -1.16372 0.70701
O -2.53029 0.20816 0.52333
C -0.72168 -1.33123 0.22163
N -0.44766 -0.84582 -1.12494
C 0.09502 0.51039 -1.23101
O 0.22342 1.15703 0.03678
H -3.08011 -2.29997 2.28879
H -2.54042 -0.69060 2.74815
H -1.34082 -1.99455 2.52943
H -2.88935 -1.62092 0.04722
H -1.91933 0.80667 0.98311
H -0.44453 -2.38110 0.30194
H -0.12711 -0.81633 0.95602
H -1.34914 -0.80716 -1.57998
H 1.08708 0.41925 -1.66674
H -0.55169 1.14004 -1.84749
H 0.47109 2.07881 -0.11241
O 6.59224 2.36631 -1.29867
H 6.15933 1.51109 -1.20689
H 6.38868 2.89028 -0.51946
*
```

(10)
C4H13NO3 | ωB97M-V/def2-TZVPD

## Properties
SMILES: CCNC(C)=O.O.O
E: -11990.443 eV
LUMO energy: 0.6 eV
HOMO-LUMO gap: 0.38804 hartree

```
! RIJCOSX wB97M-V def2-TZVPD def2/J DEFGRID3
* xyz 0 1
C 1.71897 -0.40753 1.78629
C 1.43888 -0.73438 0.26531
N 0.19369 -0.15063 -0.22664
C 0.09852 1.04839 -0.80697
C 0.98296 2.16739 -0.71435
O -1.05705 1.29599 -1.29441
H 2.61597 -0.98266 2.11709
H 0.96951 -0.66361 2.44174
H 1.95088 0.63072 1.78355
H 2.35754 -0.42638 -0.35478
H 1.54274 -1.85719 0.06302
H -0.63076 -0.68625 -0.13944
H 0.96118 2.73086 -1.70954
H 0.49798 2.77517 0.06816
H 2.09187 2.08237 -0.39052
O -2.14960 -2.46554 0.34117
H -2.40050 -1.71060 -0.06374
H -1.25004 -2.45600 0.16832
O -3.19796 -0.36256 -0.85518
H -4.19174 -0.01604 -0.98841
H -2.54304 0.18847 -1.49065
*
```